1.
Below is a structure of composition C58H48NO45P2S2 in a non-equilibrium geometry, with properties calculated with ωB97M-V with the def2-TZVPD basis set.

CARTESIAN COORDINATES (ANGSTROEM)
C 2.66 -0.59 -0.27
C 1.45 -0.36 -1.16
O 0.65 -1.52 -1.21
C -0.69 -1.29 -0.86
C -1.48 -2.57 -1.03
O -2.77 -2.29 -0.48
S -3.55 -3.61 -0.02
O -3.40 -4.56 -1.08
O -3.02 -4.02 1.24
N -5.09 -3.21 0.00
S -5.58 -2.18 1.13
O -4.55 -1.64 1.97
O -6.71 -2.76 1.80
P -6.27 -0.46 0.04
P -7.92 -1.14 -1.20
O -9.23 -0.76 -0.67
O -7.64 -0.47 -2.62
O -7.77 -2.70 -1.41
H 3.40 0.18 -0.47
H 3.09 -1.56 -0.42
H 2.34 -0.49 0.76
H 1.74 -0.03 -2.16
H 0.87 0.46 -0.73
H -0.78 -0.98 0.18
H -1.15 -0.52 -1.48
H -0.99 -3.39 -0.51
H -1.55 -2.83 -2.08
H -6.88 0.30 1.03
H -7.44 0.46 -2.50
H -6.86 -2.96 -1.61
C 4.14 -1.64 6.05
C 4.21 -0.85 4.96
C 3.64 -1.28 3.63
O 3.74 -0.50 2.71
C 3.03 -2.59 3.53
C 2.96 -3.37 4.61
C 3.50 -2.94 5.95
O 3.39 -3.71 6.88
O 2.42 -4.58 4.60
O 4.77 0.35 4.96
H 4.54 -1.34 7.01
H 2.63 -2.89 2.57
H 2.49 -4.92 5.52
H 4.66 0.68 4.05
C 6.90 -1.51 -1.76
C 8.14 -1.76 -2.21
C 9.27 -2.10 -1.28
O 10.36 -2.32 -1.77
C 9.01 -2.13 0.15
C 7.77 -1.88 0.59
C 6.63 -1.57 -0.34
O 5.54 -1.36 0.16
O 7.44 -1.89 1.88
O 8.46 -1.72 -3.50
H 6.08 -1.27 -2.42
H 9.83 -2.36 0.81
H 6.48 -1.67 1.90
H 9.41 -1.95 -3.55
C -8.77 4.29 1.99
C -9.36 5.34 1.40
C -9.22 5.61 -0.07
O -9.80 6.59 -0.52
C -8.41 4.72 -0.87
C -7.81 3.66 -0.29
C -7.97 3.38 1.19
O -7.42 2.39 1.62
O -7.05 2.81 -0.94
O -10.10 6.22 2.05
H -8.87 4.09 3.05
H -8.30 4.93 -1.93
H -6.73 2.15 -0.28
H -10.41 6.87 1.38
C 7.67 4.37 -2.23
C 8.10 3.40 -1.42
C 8.40 2.01 -1.93
O 8.81 1.20 -1.12
C 8.19 1.73 -3.34
C 7.76 2.71 -4.15
C 7.48 4.10 -3.65
O 7.11 4.93 -4.46
O 7.54 2.54 -5.44
O 8.28 3.57 -0.12
H 7.46 5.37 -1.87
H 8.40 0.73 -3.69
H 7.23 3.40 -5.78
H 8.60 2.72 0.23
C -5.92 -1.90 6.81
C -6.18 -1.87 5.48
C -6.86 -0.68 4.85
O -7.04 -0.72 3.66
C -7.26 0.44 5.70
C -6.99 0.38 7.01
C -6.29 -0.79 7.64
O -6.08 -0.72 8.85
O -7.32 1.35 7.87
O -5.88 -2.84 4.66
H -5.43 -2.74 7.27
H -7.76 1.27 5.24
H -7.00 1.04 8.74
H -6.16 -2.60 3.75
C 11.69 5.88 0.61
C 12.60 5.85 1.59
C 12.44 6.67 2.85
O 13.31 6.56 3.70
C 11.28 7.52 2.98
C 10.37 7.56 1.99
C 10.52 6.72 0.74
O 9.64 6.80 -0.09
O 9.28 8.31 2.02
O 13.70 5.11 1.55
H 11.80 5.30 -0.30
H 11.18 8.12 3.88
H 8.81 8.13 1.19
H 14.17 5.28 2.39
C -13.53 5.08 -3.72
C -12.82 5.57 -2.69
C -13.27 6.77 -1.91
O -12.58 7.12 -0.97
C -14.50 7.44 -2.31
C -15.20 6.96 -3.34
C -14.77 5.73 -4.10
O -15.49 5.36 -5.01
O -16.33 7.50 -3.77
O -11.67 5.05 -2.29
H -13.22 4.22 -4.29
H -14.80 8.31 -1.75
H -16.62 6.94 -4.52
H -11.36 5.62 -1.55
C 7.42 -4.75 -8.71
C 8.28 -4.74 -7.68
C 8.09 -3.84 -6.48
O 8.91 -3.91 -5.59
C 6.93 -2.96 -6.46
C 6.07 -2.98 -7.48
C 6.26 -3.88 -8.67
O 5.42 -3.84 -9.55
O 5.00 -2.21 -7.54
O 9.37 -5.49 -7.63
H 7.55 -5.39 -9.57
H 6.81 -2.32 -5.60
H 4.55 -2.42 -8.38
H 9.81 -5.28 -6.78
C -3.04 -7.15 1.86
C -1.80 -7.67 1.80
C -1.55 -9.15 1.85
O -0.39 -9.53 1.76
C -2.68 -10.04 1.99
C -3.92 -9.53 2.06
C -4.17 -8.05 1.99
O -5.34 -7.69 2.05
O -5.01 -10.27 2.19
O -0.71 -6.93 1.69
H -3.23 -6.08 1.83
H -2.49 -11.11 2.04
H -5.75 -9.63 2.21
H 0.04 -7.56 1.66

Its charge is -1. The value obtained for the orbital gap is 5.97 eV. As for the spin multiplicity: 1. The strongest force on any atom is 1.7 eV/Å.

---

2.
Below is a structure of composition C58H50CdN3OP4STe in a non-equilibrium geometry, with properties calculated with ωB97M-V with the def2-TZVPD basis set.

CARTESIAN COORDINATES (ANGSTROEM)
Cd -0.56 0.75 -0.93
Te 0.79 3.04 3.53
C 0.58 2.00 5.38
C 1.63 1.28 5.94
C 1.38 0.49 7.05
N 0.19 0.38 7.64
C -0.81 1.08 7.09
C -0.67 1.89 5.98
C -0.16 1.42 2.52
P 0.96 0.56 1.37
C 0.20 -1.11 1.34
C -0.11 -1.84 2.56
C -0.25 -3.19 2.56
C 0.18 -3.98 1.43
C 0.71 -3.41 0.34
C 0.64 -1.97 0.10
C 2.57 0.33 2.22
C 2.89 -0.77 3.02
C 4.18 -0.92 3.53
C 5.16 0.01 3.24
C 4.86 1.10 2.44
C 3.57 1.26 1.94
P -1.48 1.95 1.38
C -2.31 3.42 2.09
C -3.31 3.38 3.06
C -3.86 4.56 3.55
C -3.42 5.79 3.08
C -2.44 5.84 2.10
C -1.90 4.66 1.61
C -2.80 0.68 1.67
C -2.91 -0.02 2.87
C -3.91 -0.97 3.03
C -4.80 -1.24 1.99
C -4.70 -0.54 0.80
C -3.70 0.42 0.65
H 2.62 1.31 5.50
H 2.18 -0.10 7.50
H -1.77 0.98 7.58
H -1.51 2.43 5.57
H -0.24 -1.26 3.47
H -0.54 -3.69 3.48
H 0.16 -5.06 1.52
H 1.19 -4.01 -0.42
H 1.39 -1.56 -0.56
H 2.14 -1.51 3.25
H 4.41 -1.78 4.15
H 6.17 -0.12 3.62
H 5.63 1.82 2.18
H 3.34 2.12 1.32
H -3.66 2.42 3.43
H -4.63 4.51 4.31
H -3.86 6.70 3.47
H -2.11 6.80 1.72
H -1.14 4.70 0.83
H -2.19 0.17 3.66
H -4.00 -1.52 3.96
H -5.57 -1.99 2.11
H -5.36 -0.76 -0.03
H -3.62 0.96 -0.29
C 0.66 -1.07 -4.98
C 1.99 -0.81 -4.25
P 2.05 0.16 -2.65
C 2.61 1.88 -3.04
C 2.83 2.40 -4.31
C 3.21 3.73 -4.47
C 3.36 4.55 -3.36
C 3.12 4.05 -2.09
C 2.74 2.72 -1.93
C 3.83 -0.30 -2.23
C 4.12 -0.76 -0.95
C 5.41 -1.11 -0.57
C 6.45 -0.99 -1.48
C 6.19 -0.50 -2.75
C 4.90 -0.16 -3.12
C -0.19 -2.21 -4.37
P -0.99 -1.66 -2.78
C -1.57 -3.20 -1.97
C -2.09 -3.13 -0.65
C -2.90 -4.18 -0.20
C -3.06 -5.33 -0.94
C -2.41 -5.48 -2.16
C -1.71 -4.41 -2.67
C -2.67 -1.17 -3.45
C -3.46 -2.05 -4.18
C -4.70 -1.67 -4.67
C -5.19 -0.39 -4.43
C -4.42 0.50 -3.69
C -3.18 0.10 -3.20
H 0.90 -1.35 -6.01
H 0.07 -0.16 -5.02
H 2.69 -0.34 -4.94
H 2.43 -1.77 -3.96
H 2.69 1.78 -5.18
H 3.37 4.12 -5.46
H 3.66 5.59 -3.49
H 3.21 4.69 -1.22
H 2.54 2.32 -0.94
H 3.32 -0.84 -0.22
H 5.60 -1.45 0.44
H 7.46 -1.28 -1.20
H 7.01 -0.37 -3.46
H 4.73 0.25 -4.11
H 0.45 -3.06 -4.14
H -0.95 -2.53 -5.10
H -2.20 -2.23 1.15
H -3.37 -4.09 0.77
H -3.69 -6.13 -0.56
H -2.48 -6.41 -2.72
H -1.26 -4.50 -3.65
H -3.12 -3.07 -4.36
H -5.30 -2.38 -5.24
H -6.16 -0.09 -4.80
H -4.79 1.49 -3.47
H -2.60 0.82 -2.63
N -1.86 -2.08 0.21
C -0.70 -1.24 0.10
O -1.42 3.13 -2.28
S -0.50 2.60 -3.31
N -0.08 1.19 -3.11

Its charge is -1. The value obtained for the orbital gap is 6.30 eV. As for the spin multiplicity: 1. The strongest force on any atom is 1.5 eV/Å.